Here is a gas-phase ion, C9H10N3O (charge +1) from OMol25. Energies are from ωB97M-V/def2-TZVPD.

XYZ file:
```
23
Properties=species:S:1:pos:R:3:nbo_charge:R:1
C -0.93169 -2.02775 0.38270 0.5122
C 0.57476 -1.92532 -1.51965 -0.0948
C 0.74562 -0.55786 -1.65651 -0.3216
C 1.30605 -1.66358 0.80943 -0.2616
C 0.27760 -2.16226 -0.12684 -0.2042
C 0.95028 0.28570 -0.50821 0.2833
C 1.74407 -0.40833 0.57692 0.1385
C -1.30119 1.36381 -0.26593 -0.3105
C -2.36117 -0.14023 0.78492 0.3257
N -1.78095 -1.34371 0.84490 -0.4060
N 0.08198 1.24973 -0.07403 -0.4287
N 2.72923 0.35941 1.20413 -0.7847
O -3.62120 -0.08575 0.23345 -0.6379
H 0.77096 -2.62117 -2.30038 0.2601
H 1.01768 -0.32838 -2.66524 0.2788
H 1.50060 -2.38526 1.63589 0.2827
H -1.66021 1.02291 -1.29231 0.2237
H -1.61368 2.37509 0.06830 0.2420
H -2.40770 0.24047 1.79191 0.2100
H 0.32698 1.56244 0.86798 0.4241
H 3.53885 -0.21726 1.50524 0.4025
H 3.17281 0.93023 0.53426 0.3816
H -3.56971 -0.49320 -0.67157 0.4847
```

Properties
F_max   2.9 eV/Å
ΔE to the lowest compared entry with this formula, charge and spin   148.5 kcal/mol
Kohn-Sham gap (alpha / beta)   0.2589 / 0.2589 Ha
E_LUMO (alpha / beta)   -5.23 / -5.24 eV
2S+1   1
Net charge   +1